Entry from the OMol25 dataset: 3 unconnected molecules or ions with the total composition C30H58BN2O7 (ωB97M-V/def2-TZVPD).

HOMO energy (alpha / beta) = -4.3 / -4.3 eV
E = -50035.9033 eV
net charge = -1
expectation value of S² = 2.008
orbital gap (alpha / beta) = 6.475 / 6.360 eV
2S+1 = 3

XYZ file:
```
98
Properties=species:S:1:pos:R:3:forces:R:3
C 2.612 -5.424 0.920 -0.416 -0.436 -0.102
C 2.951 -4.564 0.157 0.230 0.300 -0.019
C 3.337 -3.524 -0.785 -0.165 -0.214 -0.136
C 2.621 -3.719 -2.169 0.371 -0.503 0.236
C 3.609 -3.573 -3.316 -0.483 0.889 -0.058
O 3.859 -2.183 -3.320 0.169 -0.226 0.426
B 2.501 -1.605 -3.132 -0.697 0.157 -0.048
C 2.481 -0.257 -2.196 0.412 -0.375 -0.840
O 1.443 0.663 -2.615 -0.017 -0.099 0.270
C 0.498 0.927 -1.622 -0.263 0.074 -0.241
C -0.333 -0.297 -1.290 -0.295 0.294 0.350
O -1.302 0.095 -0.310 0.105 0.072 0.206
C -2.075 -0.994 0.132 -0.084 -0.073 -0.064
C -3.312 -1.192 -0.740 0.307 -0.335 -0.144
O -3.704 -2.563 -0.729 0.060 0.055 0.044
C -3.884 -3.091 -2.030 -0.447 0.043 0.215
C -4.531 -4.454 -1.932 0.053 -0.054 -0.335
O 1.691 -2.733 -2.445 0.200 0.166 0.135
H 2.144 -6.244 1.405 0.159 0.005 0.275
H 3.053 -2.562 -0.366 0.095 0.175 -0.090
H 4.415 -3.547 -0.935 0.113 0.138 0.094
H 2.193 -4.728 -2.141 -0.344 0.064 -0.182
H 4.523 -4.161 -3.245 0.134 -0.054 -0.037
H 3.015 -3.790 -4.216 0.322 -0.529 -0.216
H 1.972 -1.389 -4.231 -0.018 0.098 0.058
H 3.446 0.255 -2.299 0.002 0.217 0.102
H 2.347 -0.510 -1.143 0.047 0.067 0.178
H -0.179 1.686 -2.018 0.019 0.140 -0.004
H 0.949 1.329 -0.706 0.109 -0.042 0.076
H -0.851 -0.653 -2.182 0.184 -0.162 -0.204
H 0.294 -1.090 -0.885 0.000 -0.215 -0.113
H -1.495 -1.919 0.091 0.054 -0.099 0.059
H -2.364 -0.815 1.169 0.031 0.079 0.099
H -4.148 -0.576 -0.410 -0.083 0.091 0.004
H -3.029 -0.905 -1.753 -0.072 0.141 -0.098
H -2.933 -3.139 -2.565 0.100 0.054 -0.055
H -4.566 -2.433 -2.580 0.070 0.116 -0.132
H -3.813 -5.245 -1.731 0.055 -0.027 0.222
H -5.311 -4.449 -1.176 -0.022 0.000 0.146
H -5.002 -4.681 -2.888 -0.010 -0.101 -0.070
C -3.654 -0.085 5.205 0.052 -0.099 -0.024
C -5.064 -0.386 4.654 0.770 0.608 0.395
C -5.929 -1.044 5.731 -0.205 -0.321 0.056
C -5.544 -2.496 6.017 0.057 0.038 -0.072
C -5.511 -3.319 4.729 -0.311 0.136 0.253
C -4.633 -2.703 3.640 0.996 -0.503 -0.064
N -4.998 -1.265 3.447 -1.386 -0.406 0.293
O -6.053 -1.140 2.717 0.358 0.162 -0.226
C -3.145 -2.859 4.002 0.019 0.162 0.128
C -4.819 -3.443 2.323 -0.273 0.032 -0.214
C -5.670 0.954 4.255 -0.240 0.049 -0.174
H -2.926 -0.011 4.397 -0.009 -0.005 -0.012
H -3.658 0.870 5.729 -0.105 0.025 -0.017
H -3.302 -0.826 5.919 0.000 -0.033 -0.054
H -6.976 -1.017 5.411 0.032 0.023 -0.101
H -5.864 -0.449 6.644 0.033 0.053 -0.015
H -4.577 -2.543 6.525 0.019 0.017 -0.030
H -6.268 -2.932 6.709 0.009 -0.001 0.012
H -5.153 -4.330 4.938 0.051 -0.017 -0.049
H -6.532 -3.420 4.349 0.025 0.076 -0.083
H -2.519 -2.305 3.302 -0.007 -0.004 -0.015
H -2.868 -3.910 3.935 -0.073 -0.032 -0.075
H -2.899 -2.538 5.010 -0.022 0.023 -0.028
H -5.861 -3.476 2.007 0.004 0.122 0.036
H -4.478 -4.473 2.431 0.087 0.008 0.112
H -4.240 -2.978 1.527 -0.020 -0.026 -0.030
H -5.088 1.424 3.461 0.011 -0.021 -0.004
H -5.667 1.616 5.121 0.068 -0.023 0.056
H -6.698 0.855 3.913 0.052 -0.064 -0.064
C 5.395 6.530 -1.385 -0.057 0.014 -0.085
C 5.303 5.011 -1.121 0.237 0.957 0.207
C 6.444 4.281 -1.831 0.069 -0.272 -0.245
C 6.264 4.204 -3.347 -0.086 0.054 0.027
C 4.899 3.617 -3.707 0.403 -0.168 0.146
C 3.731 4.337 -3.032 -0.531 0.684 -0.694
N 3.986 4.461 -1.562 0.660 -1.248 -0.114
O 3.706 3.368 -0.938 -0.335 0.342 0.135
C 3.512 5.721 -3.671 0.144 0.085 0.088
C 2.452 3.543 -3.260 -0.027 -0.202 0.201
C 5.434 4.825 0.386 -0.052 -0.236 0.164
H 4.423 7.008 -1.256 -0.011 -0.016 -0.003
H 6.083 6.989 -0.675 0.027 -0.093 0.052
H 5.770 6.773 -2.377 -0.058 -0.026 -0.018
H 6.514 3.263 -1.436 -0.106 0.007 0.038
H 7.386 4.779 -1.587 -0.015 0.040 0.049
H 6.389 5.193 -3.799 -0.026 0.014 0.021
H 7.051 3.577 -3.772 0.006 0.007 -0.005
H 4.750 3.643 -4.789 -0.066 0.022 -0.014
H 4.879 2.563 -3.417 -0.077 0.023 0.077
H 2.769 6.289 -3.109 -0.008 -0.013 0.012
H 3.135 5.589 -4.685 -0.046 -0.100 0.011
H 4.413 6.324 -3.752 -0.013 -0.022 0.037
H 2.530 2.508 -2.938 -0.023 0.098 0.072
H 2.219 3.527 -4.325 0.068 0.094 -0.051
H 1.608 4.000 -2.737 0.029 0.009 0.026
H 4.609 5.309 0.912 -0.013 -0.004 -0.019
H 6.369 5.276 0.721 0.024 0.066 -0.057
H 5.449 3.775 0.668 -0.095 0.008 -0.053
```
Positions in Å, forces in eV/Å.